83
Properties=species:S:1:pos:R:3:mulliken_charge:R:1 method="wB97M-V/def2-TZVPD" charge=+1 homo_energy_ev=-9.83 multiplicity=1 molar_mass_g_mol=825.45 total_energy_ha=-5460.585936 gap_ev=1.08 fmax_ev_per_a=4.18
C 0.65 -3.09 1.45 -0.824
C 0.50 -2.27 0.07 0.182
N -0.54 -1.26 0.30 -0.198
C -0.84 -0.39 -0.87 -0.085
O -0.55 0.98 -0.51 -0.272
C 0.60 1.61 -1.10 -0.443
O 1.83 0.86 -1.09 0.191
C 2.31 0.58 -2.41 -0.587
C 3.85 0.10 -2.33 0.481
C 4.85 1.33 -2.50 -1.347
C 4.20 -1.03 -3.38 -0.066
C 3.52 -2.43 -3.01 -0.846
C 3.84 -0.68 -4.89 -1.327
B 0.91 2.90 -0.12 0.531
N 1.58 2.53 1.17 -0.334
O 0.54 4.23 -0.42 -0.598
C -2.45 -0.45 -1.04 0.087
N -2.76 -1.25 -2.24 -0.567
F -2.97 0.87 -1.29 -0.414
H 0.80 -4.18 1.16 0.235
H 1.58 -2.69 1.97 0.101
H -0.25 -2.95 2.11 0.323
H 1.53 -1.87 -0.16 0.269
H 0.21 -3.00 -0.78 0.246
H -0.32 -0.62 1.06 0.299
H -0.41 -0.73 -1.86 0.239
H 0.44 2.03 -2.14 0.272
H 1.75 -0.25 -2.95 -0.019
H 2.26 1.49 -3.08 0.424
H 4.07 -0.34 -1.30 0.219
H 5.83 1.02 -2.02 0.387
H 4.51 2.25 -1.93 0.309
H 5.07 1.55 -3.59 0.270
H 5.32 -1.21 -3.32 0.558
H 3.32 -2.48 -1.88 0.104
H 2.56 -2.55 -3.63 0.207
H 4.22 -3.27 -3.31 0.314
H 4.48 -1.30 -5.59 0.362
H 2.76 -0.94 -5.17 0.268
H 4.04 0.41 -5.09 0.324
H 2.60 2.49 1.05 0.217
H 1.28 1.59 1.47 0.071
H 1.00 4.81 0.23 0.245
H -2.96 -0.84 -0.12 0.150
H -3.33 -2.06 -1.94 0.430
H -3.27 -0.67 -2.90 0.228
Al 0.91 -4.43 -1.66 0.542
B 2.45 -1.61 4.51 0.522
F 1.51 -0.98 3.67 -0.305
F 3.64 -1.86 3.81 -0.295
F 2.71 -0.80 5.64 -0.321
F 1.92 -2.89 4.95 -0.380
C 4.45 2.78 3.70 -0.471
Cl 3.64 3.95 2.66 -0.072
Cl 3.72 1.18 3.47 -0.042
H 5.50 2.74 3.45 0.319
H 4.32 3.08 4.74 0.296
C -0.78 5.97 2.36 0.324
Cl 0.92 6.45 2.50 -0.129
Cl -1.20 4.82 3.64 -0.133
Cl -1.84 7.39 2.43 -0.127
H -0.92 5.48 1.40 0.063
N -1.01 9.22 -0.29 1.097
O 0.10 8.72 -0.11 -0.361
O -1.71 8.83 -1.22 -0.405
O -1.41 10.10 0.46 -0.381
O -4.65 -3.12 -1.31 -0.696
C -5.55 -3.03 -0.51 0.775
O -5.78 -4.02 0.36 -0.311
C -6.66 -3.93 1.48 -0.190
C -8.08 -4.30 1.10 -0.954
C -6.50 -1.86 -0.53 -0.944
H -6.60 -2.95 1.95 0.361
H -6.29 -4.65 2.23 0.217
H -8.48 -3.61 0.35 0.273
H -8.73 -4.28 1.97 0.366
H -8.11 -5.29 0.65 0.292
H -7.32 -2.08 -1.22 0.309
H -5.95 -0.99 -0.90 0.254
H -6.89 -1.60 0.45 0.350
F 3.66 -2.96 2.06 -0.721
F -6.15 -3.67 3.76 -0.511
Ca 3.05 -4.65 5.87 1.771

***

82
Properties=species:S:1:pos:R:3:mulliken_charge:R:1 method="wB97M-V/def2-TZVPD" charge=+1 homo_energy_ev=-12.29 multiplicity=1 molar_mass_g_mol=782.53 total_energy_ha=-2978.086177 gap_ev=7.67 fmax_ev_per_a=0.90
C 2.31 -2.88 -0.06 -1.156
C 2.42 -1.45 0.32 1.239
N 2.46 -1.17 1.60 -0.879
N 2.52 0.11 1.90 1.084
F 2.55 0.31 3.22 -0.219
C 2.54 1.16 1.12 0.171
C 2.55 2.54 1.68 -0.285
C 1.12 2.88 2.13 -0.564
O 0.26 2.51 1.07 -0.269
Si -1.22 1.80 1.44 0.300
C -2.08 2.61 2.88 -1.069
C -2.24 1.91 -0.11 -0.867
C -0.97 -0.02 1.85 -1.016
C 2.54 0.90 -0.25 0.214
C 2.47 -0.41 -0.66 -1.074
I 2.46 -0.87 -2.68 0.262
H 3.23 -3.19 -0.55 0.446
H 2.12 -3.49 0.81 -0.165
H 1.47 -3.00 -0.74 0.432
H 3.27 2.64 2.50 0.536
H 2.80 3.22 0.88 -0.464
H 1.06 3.96 2.27 0.436
H 0.87 2.38 3.07 0.381
H -3.04 2.13 3.01 0.387
H -2.27 3.66 2.66 0.322
H -1.51 2.53 3.81 0.356
H -2.16 2.93 -0.48 0.041
H -1.78 1.26 -0.86 0.376
H -3.27 1.64 0.06 0.372
H -0.72 -0.58 0.95 0.203
H -0.22 -0.21 2.62 0.290
H -1.91 -0.43 2.21 0.489
H 2.58 1.72 -0.94 0.611
C 2.11 -3.99 3.86 -0.070
N 1.53 -5.36 3.98 0.942
O 1.18 -5.91 2.95 -0.529
O 1.44 -5.82 5.09 -0.562
H 2.11 -3.72 2.81 -0.288
H 1.49 -3.32 4.43 0.306
H 3.12 -4.02 4.26 0.316
C -3.64 5.32 -2.60 -0.772
N -4.17 4.89 -1.28 0.860
O -5.26 4.38 -1.24 -0.484
O -3.46 5.09 -0.31 -0.497
H -4.38 5.09 -3.35 0.310
H -3.45 6.39 -2.54 0.320
H -2.71 4.78 -2.76 0.276
C 3.55 6.56 -1.48 -0.777
N 3.69 5.48 -0.46 0.867
O 3.38 5.73 0.69 -0.517
O 4.09 4.40 -0.85 -0.521
H 3.18 7.45 -0.98 0.323
H 4.53 6.72 -1.91 0.297
H 2.85 6.20 -2.23 0.303
C 5.49 0.61 -4.29 -0.771
N 6.21 1.54 -5.19 0.879
O 6.92 2.38 -4.69 -0.521
O 6.03 1.39 -6.38 -0.518
H 5.74 0.86 -3.26 0.323
H 4.43 0.74 -4.48 0.256
H 5.80 -0.40 -4.53 0.329
C 0.88 -6.96 -1.07 -0.641
N 1.57 -6.14 -2.10 0.870
O 2.28 -5.22 -1.72 -0.543
O 1.39 -6.43 -3.26 -0.525
H 1.14 -6.58 -0.09 0.175
H -0.18 -6.89 -1.25 0.336
H 1.22 -7.99 -1.20 0.311
C -2.78 -8.79 1.68 -0.724
N -2.11 -7.97 0.64 0.827
O -1.39 -7.05 1.01 -0.477
O -2.31 -8.26 -0.52 -0.501
H -2.49 -8.41 2.65 0.314
H -3.85 -8.71 1.51 0.284
H -2.45 -9.82 1.54 0.287
C -8.79 3.54 -0.49 -0.615
N -9.25 3.51 -1.91 0.873
O -9.78 4.51 -2.35 -0.518
O -9.06 2.49 -2.53 -0.524
H -9.02 4.51 -0.07 0.294
H -9.31 2.74 0.03 0.288
H -7.72 3.36 -0.51 0.208

***

67
Properties=species:S:1:pos:R:3:mulliken_charge:R:1 method="wB97M-V/def2-TZVPD" charge=0 homo_energy_ev=-4.08 multiplicity=1 molar_mass_g_mol=441.27 total_energy_ha=-1943.709041 gap_ev=3.11 fmax_ev_per_a=1.60
C -0.88 1.50 -2.11 -1.348
C -0.33 0.27 -1.35 0.792
B 0.61 -0.63 -2.16 0.658
O 0.26 -1.51 -3.15 -0.836
P 2.57 -0.65 -1.90 0.419
C 3.23 0.39 -0.59 -1.027
C 3.26 1.89 -0.86 0.818
C 4.09 2.65 0.15 -1.623
F 1.96 2.37 -0.83 -0.301
N 3.50 -0.49 -3.24 -0.337
C 3.64 0.54 -3.99 0.675
C 2.47 1.34 -4.50 -0.913
C 5.00 0.94 -4.46 -1.404
P 3.10 -2.63 -1.09 0.663
N 4.62 -2.83 -1.02 -0.750
O 2.37 -2.69 0.33 -0.512
O 2.30 -3.59 -2.08 -0.490
H -1.93 1.60 -1.88 0.280
H -0.77 1.41 -3.20 0.363
H -0.37 2.41 -1.79 0.242
H 0.09 0.57 -0.40 -0.322
H -1.21 -0.35 -1.11 0.096
H -0.26 -2.27 -2.90 0.341
H 4.23 0.03 -0.33 0.722
H 2.59 0.21 0.28 0.441
H 3.65 2.10 -1.87 -0.134
H 3.57 2.67 1.10 0.388
H 5.05 2.16 0.30 0.418
H 4.26 3.67 -0.19 0.398
H 2.65 1.64 -5.54 0.471
H 1.55 0.75 -4.46 0.199
H 2.31 2.24 -3.90 0.273
H 5.13 0.63 -5.50 0.385
H 5.06 2.03 -4.47 0.371
H 5.77 0.50 -3.84 0.357
H 5.01 -2.99 -0.10 0.266
H 1.49 -2.28 0.39 0.370
H 2.21 -4.48 -1.72 0.371
C -5.08 -1.01 1.29 -1.741
C -4.28 0.09 2.00 1.439
C -4.49 -0.03 3.51 -1.317
C -3.80 -1.23 4.16 -0.683
C -2.51 -1.64 3.43 -1.475
C -1.88 -0.52 2.59 1.701
N -2.86 -0.06 1.61 0.742
O -2.37 0.93 0.79 -0.776
C -0.70 -1.14 1.82 -1.558
C -1.32 0.59 3.49 -1.745
C -4.82 1.44 1.56 -1.896
H -4.94 -0.92 0.21 0.346
H -6.15 -0.94 1.51 0.380
H -4.73 -2.00 1.59 0.371
H -4.15 0.89 3.99 0.325
H -5.57 -0.07 3.71 0.570
H -3.57 -0.98 5.20 0.343
H -4.48 -2.09 4.21 0.373
H -1.78 -2.01 4.15 0.510
H -2.72 -2.48 2.76 0.369
H -1.07 -1.89 1.11 0.514
H -0.01 -1.63 2.52 0.445
H -0.17 -0.36 1.28 -0.195
H -0.57 0.19 4.18 0.371
H -2.10 1.07 4.09 0.365
H -0.85 1.35 2.87 0.312
H -5.88 1.50 1.84 0.410
H -4.73 1.57 0.48 0.329
H -4.29 2.26 2.04 0.392